Molecular formula: C5H6O
Method: DFT, ωB97M-V with the def2-TZVPD basis set

Results
Calculated total energy ... -7324.538 eV
Energy above the lowest of the compared OMol25 structures with the same formula, charge and spin ... 458.0 kJ/mol
Frontier orbital gap ... 10.445 eV
SMILES ... C#COC.C#C

Geometry (Å):
C (0.6853, -0.1192, 0.9643)
O (0.6519, 0.3135, -0.3844)
C (1.7759, 0.7689, -0.8591)
C (2.8087, 1.1864, -1.2979)
H (1.3964, -0.9404, 1.0954)
H (-0.3228, -0.4626, 1.1941)
H (0.9598, 0.7021, 1.6332)
H (3.6824, 1.5621, -1.7325)
C (-2.4840, -0.5219, -0.5028)
C (-3.3378, -0.9833, 0.1933)
H (-4.0967, -1.3881, 0.7957)
H (-1.7193, -0.1175, -1.0993)

natural (NBO) population analysis, charges in e, atoms 1 to 5:
1 C -0.24
2 O -0.50
3 C 0.32
4 C -0.39
5 H 0.19

***

Molecular formula: C5H6O
Method: DFT, ωB97M-V with the def2-TZVPD basis set

Results
Calculated total energy ... -7325.637 eV
Energy above the lowest of the compared OMol25 structures with the same formula, charge and spin ... 351.9 kJ/mol
Frontier orbital gap ... 10.798 eV

Geometry (Å):
O (-1.5539, 1.7761, 0.3351)
C (-0.6626, 0.9880, 0.0011)
C (-1.1128, -0.2521, -0.6731)
C (0.0180, -0.8809, 0.2059)
C (1.3668, -0.3834, -0.1994)
C (0.5543, 0.5407, 0.6602)
H (-2.1342, 0.4075, -0.2655)
H (-1.0285, -0.4456, -1.7479)
H (-0.0891, -1.6769, 0.9327)
H (1.5706, -0.1199, -1.2347)
H (2.2307, -0.7965, 0.3252)
H (0.8407, 0.8429, 1.6605)

natural (NBO) population analysis, charges in e, atoms 1 to 5:
1 O -0.60
2 C 0.54
3 C -0.59
4 C -0.16
5 C -0.40

***

Molecular formula: C5H6O
Method: DFT, ωB97M-V with the def2-TZVPD basis set

Results
Calculated total energy ... -7326.670 eV
Energy above the lowest of the compared OMol25 structures with the same formula, charge and spin ... 252.3 kJ/mol
Frontier orbital gap ... 9.107 eV

Geometry (Å):
O (-1.5243, 1.8112, 0.0794)
C (-0.8067, 0.6796, 0.0652)
C (-0.9607, -0.4860, -0.5839)
C (0.2454, -1.0386, 0.1442)
C (1.4590, -0.2518, -0.1885)
C (0.4414, 0.3311, 0.7836)
H (-2.2808, 1.5287, -0.4368)
H (-1.4284, -0.7878, -1.5166)
H (0.2444, -1.9432, 0.7357)
H (1.5495, 0.1816, -1.1810)
H (2.3851, -0.5694, 0.2813)
H (0.6761, 0.5445, 1.8174)

natural (NBO) population analysis, charges in e, atoms 1 to 5:
1 O -0.64
2 C 0.35
3 C -0.39
4 C -0.21
5 C -0.38

***

Molecular formula: C5H6O
Method: DFT, ωB97M-V with the def2-TZVPD basis set

Results
Calculated total energy ... -7325.428 eV
Energy above the lowest of the compared OMol25 structures with the same formula, charge and spin ... 372.1 kJ/mol
Frontier orbital gap ... 9.661 eV

Geometry (Å):
C (1.2797, 0.4856, -0.6232)
C (-0.1462, -0.0009, -0.8860)
C (-0.6747, -0.8112, 0.2905)
C (-0.8414, -2.1034, 0.1966)
C (-1.0730, -0.0745, 1.5375)
O (-0.7949, -0.3939, 2.6630)
H (1.3389, 1.0756, 0.2982)
H (1.9598, -0.3644, -0.5135)
H (1.6356, 1.1094, -1.4497)
H (-0.1832, -0.6041, -1.7986)
H (-0.8266, 0.8474, -1.0391)
H (-1.6738, 0.8344, 1.3242)

natural (NBO) population analysis, charges in e, atoms 1 to 5:
1 C -0.61
2 C -0.38
3 C -0.52
4 C 0.33
5 C 0.44

***

> What is the calculated total energy in the fourth record?

-7325.428 eV

***

> Look up the frontier orbital gap of the second one.

10.798 eV

***

Please write out number 4 again, unchanged.
Molecular formula: C5H6O
Method: DFT, ωB97M-V with the def2-TZVPD basis set

Results
Calculated total energy ... -7325.428 eV
Energy above the lowest of the compared OMol25 structures with the same formula, charge and spin ... 372.1 kJ/mol
Frontier orbital gap ... 9.661 eV

Geometry (Å):
C (1.2797, 0.4856, -0.6232)
C (-0.1462, -0.0009, -0.8860)
C (-0.6747, -0.8112, 0.2905)
C (-0.8414, -2.1034, 0.1966)
C (-1.0730, -0.0745, 1.5375)
O (-0.7949, -0.3939, 2.6630)
H (1.3389, 1.0756, 0.2982)
H (1.9598, -0.3644, -0.5135)
H (1.6356, 1.1094, -1.4497)
H (-0.1832, -0.6041, -1.7986)
H (-0.8266, 0.8474, -1.0391)
H (-1.6738, 0.8344, 1.3242)

natural (NBO) population analysis, charges in e, atoms 1 to 5:
1 C -0.61
2 C -0.38
3 C -0.52
4 C 0.33
5 C 0.44